No. 1
The following is a quantum chemistry calculation of a cluster of 2 separate species, C2H2F4 in total, from the Open Molecules 2025 dataset.

```
8
Properties=species:S:1:pos:R:3:forces:R:3:nbo_charge:R:1
C 1.465 -0.272 0.400 0.24 0.14 0.34 0.548
C -1.203 -0.347 -0.356 -0.51 -0.36 -0.39 0.550
F 2.020 0.464 -0.551 0.14 0.00 -0.15 -0.332
F 1.943 -1.501 0.431 0.29 -0.18 0.00 -0.324
F -1.338 -1.671 -0.391 0.07 0.13 0.06 -0.332
F -1.975 0.186 0.574 -0.21 0.15 0.12 -0.328
H 1.349 0.228 1.356 0.14 -0.04 0.10 0.109
H -1.212 0.125 -1.331 -0.16 0.14 -0.08 0.110
```
Positions in Å, forces in eV/Å.

Summary:
Spin multiplicity: 3
HOMO (spin up / spin down), eV: -7.712 / -14.337
Molecular weight, g mol⁻¹: 102.030
Max |F|, hartree/bohr: 0.0143
ΔE to the lowest compared entry with this formula, charge and spin, kcal per mole: 0.0
E_LUMO (spin up / spin down), eV: 1.08 / -0.62
Net charge: 0
Gap between HOMO and LUMO (spin up / spin down), eV: 8.79 / 13.72

No. 2
The following is a quantum chemistry calculation of a structure of composition C2H2FHgO2 at a distorted geometry, from the Open Molecules 2025 dataset.

```
8
Properties=species:S:1:pos:R:3:forces:R:3:nbo_charge:R:1
F -1.880 1.677 0.302 0.28 0.11 0.06 -0.250
C -1.723 0.416 0.337 -0.21 -1.64 -0.27 0.461
C -1.687 -0.790 0.293 -0.13 0.93 0.28 -0.462
H -1.773 -1.860 0.363 0.17 0.51 -0.09 0.250
O 1.266 1.004 -0.299 -3.35 0.37 -1.17 -0.616
O 1.676 -0.289 -0.860 -3.28 -2.51 -1.67 -0.607
H 1.040 -0.914 -0.435 0.36 0.60 -0.48 0.482
Hg 3.081 0.756 0.298 6.17 1.63 3.34 0.742
```
Positions in Å, forces in eV/Å.

Summary:
Spin multiplicity: 2
HOMO (spin up / spin down), eV: -8.512 / -9.423
Molecular weight, g mol⁻¹: 277.624
Max |F|, hartree/bohr: 0.1401
ΔE to the lowest compared entry with this formula, charge and spin, kcal per mole: 154.2
E_LUMO (spin up / spin down), eV: 0.49 / -1.56
Net charge: 0
Gap between HOMO and LUMO (spin up / spin down), eV: 9.00 / 7.87

No. 3
The following is a quantum chemistry calculation of an isolated molecule of C2H2FIO at a distorted geometry, from the Open Molecules 2025 dataset.

```
7
Properties=species:S:1:pos:R:3:forces:R:3:nbo_charge:R:1
F 1.428 0.266 1.520 1.02 -0.11 1.27 -0.329
C 0.212 0.136 1.002 0.79 0.61 0.19 0.190
C 0.200 0.310 -0.283 -2.62 -0.66 -3.11 0.021
O -1.110 0.273 -0.969 2.49 -0.73 0.41 -0.668
I -1.325 -1.416 -2.137 0.19 1.04 0.72 0.392
H -0.555 0.038 1.726 -0.76 -0.26 0.28 0.188
H 1.149 0.392 -0.859 -1.11 0.09 0.24 0.206
```
Positions in Å, forces in eV/Å.

Summary:
HOMO, eV: -9.655
Molecular weight, g mol⁻¹: 187.939
Max |F|, hartree/bohr: 0.0801
ΔE to the lowest compared entry with this formula, charge and spin, kcal per mole: 37.1
SMILES: F/C=C/OI
E_LUMO, eV: -1.26
Net charge: 0
Gap between HOMO and LUMO, eV: 8.39

No. 4
The following is a quantum chemistry calculation of an isolated molecule of C2H2FIO2S at a distorted geometry, from the Open Molecules 2025 dataset.

```
9
Properties=species:S:1:pos:R:3:forces:R:3:nbo_charge:R:1
C -0.243 0.502 -0.335 -1.16 -0.18 -0.63 -0.495
C -1.319 -0.303 0.259 -1.66 -2.00 1.54 -0.427
O 2.084 -0.561 -1.155 0.25 -0.64 -1.29 -0.869
O 1.874 1.221 0.480 1.03 0.70 1.07 -0.861
F 1.264 -1.155 0.977 -0.33 1.52 -0.74 -0.492
S 1.367 0.050 -0.119 0.08 -0.31 0.79 2.380
I -3.305 0.186 0.036 1.03 -0.12 -0.02 0.285
H -0.627 1.267 -1.002 1.15 0.17 -0.14 0.251
H -1.095 -1.206 0.861 -0.37 0.85 -0.60 0.228
```
Positions in Å, forces in eV/Å.

Summary:
Spin multiplicity: 3
HOMO (spin up / spin down), eV: -7.485 / -10.662
Molecular weight, g mol⁻¹: 236.005
Max |F|, hartree/bohr: 0.0587
E_LUMO (spin up / spin down), eV: -0.02 / -3.38
Net charge: 0
Gap between HOMO and LUMO (spin up / spin down), eV: 7.46 / 7.28

No. 5
The following is a quantum chemistry calculation of a structure of composition C2H2FLaO at a distorted geometry, from the Open Molecules 2025 dataset.

```
7
Properties=species:S:1:pos:R:3:forces:R:3:mulliken_spin:R:1
F 0.837 0.247 1.296 -1.47 0.55 -1.14 0.006
O -0.822 -0.835 0.292 -1.50 -2.81 1.86 -0.108
C -0.052 0.147 0.086 2.71 -0.19 0.71 -0.017
C 0.297 0.834 -1.008 -0.15 0.06 0.65 -0.001
La -1.127 -2.598 2.235 0.67 2.47 -2.34 1.119
H 0.861 1.759 -0.919 0.19 -0.54 -0.08 0.000
H 0.006 0.445 -1.982 -0.44 0.45 0.34 0.001
```
Positions in Å, forces in eV/Å.

Summary:
Spin multiplicity: 2
HOMO (spin up / spin down), eV: -11.174 / -11.195
Molecular weight, g mol⁻¹: 199.941
Max |F|, hartree/bohr: 0.0717
ΔE to the lowest compared entry with this formula, charge and spin, kcal per mole: 0.0
E_LUMO (spin up / spin down), eV: -6.17 / -6.05
Net charge: +1
Gap between HOMO and LUMO (spin up / spin down), eV: 5.01 / 5.14

No. 6
The following is a quantum chemistry calculation of a structure of composition C2H2FLiO2Y at a distorted geometry, from the Open Molecules 2025 dataset.

```
9
Properties=species:S:1:pos:R:3:forces:R:3:nbo_charge:R:1
H -2.034 0.877 -1.237 -2.78 -1.31 0.59 0.383
O -1.890 -1.276 -0.030 -0.17 1.94 -2.23 -0.490
C -1.834 -0.056 -0.331 -0.99 2.15 3.53 0.452
C -0.546 0.394 -0.999 3.19 -3.51 -0.35 0.347
O 0.522 -0.030 -0.430 0.51 1.82 -0.67 -0.788
Li -0.343 -2.172 0.421 -0.34 -0.96 0.46 0.984
Y 2.691 0.539 -0.716 -0.01 0.11 0.19 2.127
F -2.140 0.816 0.739 0.52 -0.97 -1.80 -0.263
H -0.522 0.519 -2.095 0.07 0.74 0.28 0.248
```
Positions in Å, forces in eV/Å.

Summary:
HOMO (spin up / spin down), eV: -23.121 / -21.140
Molecular weight, g mol⁻¹: 172.881
Max |F|, hartree/bohr: 0.0925
ΔE to the lowest compared entry with this formula, charge and spin, kcal per mole: 60.9
E_LUMO (spin up / spin down), eV: -15.13 / -15.44
Net charge: +3
Gap between HOMO and LUMO (spin up / spin down), eV: 7.99 / 5.70

No. 7
The following is a quantum chemistry calculation of a cluster of 2 separate species, C2H2FN in total at a distorted geometry, from the Open Molecules 2025 dataset.

```
6
Properties=species:S:1:pos:R:3:forces:R:3:nbo_charge:R:1
C -0.598 0.342 -0.321 -5.35 -2.95 -5.19 0.108
C 0.482 -0.136 0.373 0.41 -1.25 1.28 0.205
N -0.031 1.314 0.163 0.99 0.66 1.10 -0.309
F 1.625 -0.545 -0.242 -0.16 0.44 -0.07 -0.336
H -1.741 -0.217 -1.226 3.35 2.24 2.69 0.170
H 0.262 -0.758 1.253 0.78 0.86 0.19 0.163
```
Positions in Å, forces in eV/Å.

Summary:
HOMO, eV: -10.275
Molecular weight, g mol⁻¹: 59.043
Max |F|, hartree/bohr: 0.1558
ΔE to the lowest compared entry with this formula, charge and spin, kcal per mole: 80.1
E_LUMO, eV: 0.36
Net charge: 0
Gap between HOMO and LUMO, eV: 10.64

No. 8
The following is a quantum chemistry calculation of an isolated molecule of C2H2FN at a distorted geometry, from the Open Molecules 2025 dataset.

```
6
Properties=species:S:1:pos:R:3:forces:R:3:nbo_charge:R:1
F -0.752 1.032 1.428 0.33 0.97 -0.43 -0.292
N -0.754 -0.167 0.679 1.81 -1.95 -2.08 -0.044
C 0.700 -0.433 -0.023 -3.60 1.86 1.04 -0.059
C -0.285 0.014 -0.738 1.46 -0.95 1.31 -0.079
H 1.643 -0.556 0.429 0.73 -0.52 0.06 0.245
H -0.552 0.109 -1.774 -0.72 0.59 0.11 0.230
```
Positions in Å, forces in eV/Å.

Summary:
HOMO, eV: -10.084
Molecular weight, g mol⁻¹: 59.043
Max |F|, hartree/bohr: 0.0814
ΔE to the lowest compared entry with this formula, charge and spin, kcal per mole: 104.4
SMILES: FN1C=C1
E_LUMO, eV: 0.91
Net charge: 0
Gap between HOMO and LUMO, eV: 10.99

No. 9
The following is a quantum chemistry calculation of a structure of composition C2H2FN3O at a distorted geometry, from the Open Molecules 2025 dataset.

```
9
Properties=species:S:1:pos:R:3:forces:R:3:nbo_charge:R:1
C -0.324 0.273 -0.010 -2.37 1.77 -0.38 0.587
C 1.307 -0.953 -0.393 3.27 -1.51 0.64 0.772
H -2.488 0.737 0.366 5.31 1.85 1.58 0.455
H -0.836 1.618 1.786 -2.21 -2.42 -4.93 0.438
N -1.243 1.176 0.594 -1.63 -0.68 2.77 -0.881
N -0.385 -0.068 -1.248 -0.42 0.28 -0.60 -0.338
N 0.730 -0.859 -1.496 -0.57 -0.46 -0.62 -0.306
O 0.732 -0.221 0.608 2.01 -1.26 1.28 -0.429
F 2.506 -1.703 -0.206 -3.39 2.45 0.26 -0.299
```
Positions in Å, forces in eV/Å.

Summary:
HOMO, eV: -9.620
Molecular weight, g mol⁻¹: 103.056
Max |F|, hartree/bohr: 0.1151
ΔE to the lowest compared entry with this formula, charge and spin, kcal per mole: 73.2
E_LUMO, eV: -0.30
Net charge: 0
Gap between HOMO and LUMO, eV: 9.32

No. 10
The following is a quantum chemistry calculation of a cluster of 2 separate species, C2H2FN3O in total at a distorted geometry, from the Open Molecules 2025 dataset.

```
9
Properties=species:S:1:pos:R:3:forces:R:3:nbo_charge:R:1
C -1.023 -1.211 -0.451 2.16 -0.31 -2.27 0.460
C 1.646 -0.621 0.816 0.75 0.12 -0.96 0.867
N -1.642 -1.278 0.551 -1.20 -0.14 1.20 -0.104
N 1.774 -1.621 1.477 1.61 2.30 0.04 -0.773
N -1.958 -0.955 1.687 -0.89 -0.16 1.96 -0.412
O 1.766 0.330 0.145 -0.42 -0.22 0.64 -0.510
F -1.337 -1.251 -1.718 -0.52 0.02 0.22 -0.271
H 1.187 -2.361 1.581 -1.88 -2.15 0.29 0.404
H -2.169 -1.764 2.326 0.38 0.55 -1.12 0.339
```
Positions in Å, forces in eV/Å.

Summary:
HOMO (spin up / spin down), eV: -9.599 / -9.599
Molecular weight, g mol⁻¹: 103.056
Max |F|, hartree/bohr: 0.0612
ΔE to the lowest compared entry with this formula, charge and spin, kcal per mole: 71.3
E_LUMO (spin up / spin down), eV: -0.44 / -0.44
Net charge: 0
Gap between HOMO and LUMO (spin up / spin down), eV: 9.16 / 9.16

No. 11
The following is a quantum chemistry calculation of a cluster of 2 separate species, C2H2FN3S in total at a distorted geometry, from the Open Molecules 2025 dataset.

```
9
Properties=species:S:1:pos:R:3:forces:R:3:nbo_charge:R:1
C -1.511 1.180 1.347 0.66 0.42 1.65 0.534
C 1.666 0.907 0.737 -0.89 -0.31 -0.49 0.221
N -1.650 0.379 0.481 1.15 -1.33 -2.16 -0.118
N 1.397 0.418 -0.318 0.13 -0.80 -0.24 -0.669
N -1.167 -0.186 -0.527 -1.50 -1.50 -0.37 -0.459
F -2.377 1.831 2.005 -1.13 1.15 0.67 -0.258
S 1.905 1.650 2.091 0.62 0.31 0.55 -0.026
H 0.704 -0.310 -0.603 0.94 1.25 0.33 0.439
H -1.288 -1.219 -0.409 0.03 0.80 0.05 0.336
```
Positions in Å, forces in eV/Å.

Summary:
HOMO, eV: -8.998
Molecular weight, g mol⁻¹: 119.124
Max |F|, hartree/bohr: 0.0541
ΔE to the lowest compared entry with this formula, charge and spin, kcal per mole: 81.4
E_LUMO, eV: -1.00
Net charge: 0
Gap between HOMO and LUMO, eV: 8.00

No. 12
The following is a quantum chemistry calculation of an isolated molecule of C2H2FNO at a distorted geometry, from the Open Molecules 2025 dataset.

```
7
Properties=species:S:1:pos:R:3:forces:R:3:nbo_charge:R:1
N -2.101 0.662 0.045 0.35 -0.48 -0.23 -0.248
C -1.102 0.138 -0.185 -0.24 0.21 0.17 0.183
C 0.314 -0.259 -0.356 2.05 0.02 0.18 0.375
O 1.117 0.606 0.458 -2.51 -0.66 0.48 -0.660
F 0.564 -1.537 0.189 -0.88 0.75 -1.16 -0.345
H 0.627 -0.219 -1.483 -0.36 -0.12 2.33 0.211
H 0.581 0.609 1.331 1.59 0.27 -1.78 0.485
```
Positions in Å, forces in eV/Å.

Summary:
HOMO, eV: -12.329
Molecular weight, g mol⁻¹: 75.042
Max |F|, hartree/bohr: 0.0514
ΔE to the lowest compared entry with this formula, charge and spin, kcal per mole: 9.5
SMILES: N#C[C@@H](O)F
E_LUMO, eV: 0.61
Net charge: 0
Gap between HOMO and LUMO, eV: 12.94